[1]
This record from OMol25 describes one molecule with the formula C20H21N3O4S in a non-equilibrium geometry. The level of theory is the ωB97M-V functional and the def2-TZVPD basis.

Each atom is followed by the atoms it is bonded to, with distances in Å.
CARTESIAN COORDINATES (ANGSTROEM)
1 C -1.719 -2.634 -1.639  H2 1.087, H3 1.087, H4 1.086, C5 1.523
2 H -0.878 -2.961 -2.246  C1 1.087
3 H -2.590 -2.530 -2.281  C1 1.087
4 H -1.930 -3.381 -0.879  C1 1.086
5 C -1.360 -1.308 -0.981  C1 1.523, N6 1.444, H48 1.090, H49 1.101
6 N -2.396 -0.825 -0.099  C5 1.444, S7 1.655, C41 1.450
7 S -1.883 -0.038 1.264  N6 1.655, O8 1.435, O9 1.431, C10 1.799
8 O -0.777 -0.776 1.805  S7 1.435
9 O -3.026 0.209 2.090  S7 1.431
10 C -1.249 1.533 0.661  S7 1.799, C11 1.379, C15 1.380
11 C 0.076 1.554 0.277  C10 1.379, C12 1.392, H40 1.074
12 C 0.621 2.708 -0.277  C11 1.392, C13 1.399, N19 1.391
13 C -0.205 3.828 -0.419  C12 1.399, C14 1.382, H18 1.081
14 C -1.526 3.796 -0.014  C13 1.382, C15 1.388, H17 1.079
15 C -2.065 2.639 0.531  C10 1.380, C14 1.388, H16 1.078
16 H -3.083 2.597 0.881  C15 1.078
17 H -2.138 4.678 -0.120  C14 1.079
18 H 0.202 4.736 -0.841  C13 1.081
19 N 1.950 2.829 -0.672  C12 1.391, C20 1.369, H39 1.016
20 C 2.960 1.923 -0.858  N19 1.369, O21 1.211, C22 1.498
21 O 4.065 2.314 -1.162  C20 1.211
22 C 2.640 0.466 -0.723  C20 1.498, C23 1.351, C32 1.438
23 C 2.162 -0.213 -1.789  C22 1.351, C24 1.453, H38 1.079
24 C 1.873 -1.635 -1.728  C23 1.453, O25 1.217, N26 1.379
25 O 1.412 -2.298 -2.639  C24 1.217
26 N 2.141 -2.218 -0.507  C24 1.379, C27 1.367, H37 1.014
27 C 2.635 -1.579 0.595  N26 1.367, C28 1.396, C32 1.408
28 C 2.854 -2.267 1.791  C27 1.396, C29 1.375, H36 1.080
29 C 3.349 -1.598 2.886  C28 1.375, C30 1.394, H35 1.079
30 C 3.640 -0.237 2.815  C29 1.394, C31 1.374, H34 1.079
31 C 3.426 0.455 1.648  C30 1.374, C32 1.400, H33 1.080
32 C 2.920 -0.202 0.519  C22 1.438, C27 1.408, C31 1.400
33 H 3.650 1.509 1.584  C31 1.080
34 H 4.031 0.273 3.682  C30 1.079
35 H 3.512 -2.132 3.810  C29 1.079
36 H 2.624 -3.320 1.845  C28 1.080
37 H 1.927 -3.206 -0.432  N26 1.014
38 H 1.962 0.274 -2.731  C23 1.079
39 H 2.244 3.778 -0.881  N19 1.016
40 H 0.657 0.671 0.465  C11 1.074
41 C -3.640 -0.355 -0.675  N6 1.450, C42 1.524, H46 1.093, H47 1.094
42 C -4.815 -1.184 -0.169  C41 1.524, H43 1.087, H44 1.086, H45 1.086
43 H -5.744 -0.822 -0.603  C42 1.087
44 H -4.866 -1.100 0.912  C42 1.086
45 H -4.681 -2.229 -0.434  C42 1.086
46 H -3.568 -0.411 -1.765  C41 1.093
47 H -3.790 0.693 -0.397  C41 1.094
48 H -0.485 -1.446 -0.346  C5 1.090
49 H -1.120 -0.561 -1.754  C5 1.101

Computed properties:
E_LUMO ... -0.2 eV
Electronic energy ... -1638.19004 a.u.
Energy above the lowest of the compared OMol25 structures with the same formula, charge and spin ... 29.87 kcal/mol
HOMO-LUMO gap ... 8.63 eV
E_HOMO ... -8.78 eV


[2]
This record from OMol25 describes one molecule with the formula C9H13O3 in a non-equilibrium geometry. The level of theory is the ωB97M-V functional and the def2-TZVPD basis.

Each atom is followed by the atoms it is bonded to, with distances in Å.
CARTESIAN COORDINATES (ANGSTROEM)
1 C -3.026 0.978 -1.142  C2 1.518, H13 1.095, H14 1.106, H15 1.105
2 C -2.670 -0.041 -0.075  C1 1.518, C3 1.564, H16 1.104, H17 1.102
3 C -1.167 -0.434 -0.258  C2 1.564, C4 1.514, C8 1.547, O12 1.350
4 C -0.853 -1.892 0.000  C3 1.514, C5 1.385, H18 1.095
5 C 0.427 -2.311 0.321  C4 1.385, C6 1.393, H19 1.097
6 C 1.456 -1.446 0.688  C5 1.393, C7 1.546, H20 1.095
7 C 1.331 0.092 0.596  C6 1.546, C8 1.566, C10 1.537, O11 1.350
8 C -0.218 0.288 0.727  C3 1.547, C7 1.566, O9 1.295
9 O -0.561 1.494 1.051  C8 1.295, H22 0.983
10 C 2.147 0.813 1.681  C7 1.537, H23 1.100, H24 1.102, H25 1.101
11 O 1.575 0.628 -0.618  C7 1.350
12 O -0.762 -0.053 -1.488  C3 1.350, H21 0.984
13 H -4.074 1.279 -1.040  C1 1.095
14 H -2.414 1.891 -1.024  C1 1.106
15 H -2.887 0.540 -2.147  C1 1.105
16 H -2.871 0.304 0.954  C2 1.104
17 H -3.272 -0.950 -0.239  C2 1.102
18 H -1.650 -2.635 -0.113  C4 1.095
19 H 0.653 -3.385 0.323  C5 1.097
20 H 2.464 -1.844 0.848  C6 1.095
21 H -0.141 0.709 -1.470  O12 0.984
22 H -1.536 1.616 1.042  O9 0.983
23 H 1.941 0.448 2.698  C10 1.100
24 H 3.214 0.695 1.431  C10 1.102
25 H 1.992 1.900 1.589  C10 1.101

Computed properties:
Multiplicity ... 2
E_LUMO (alpha / beta) ... -0.8 / -0.8 eV
Electronic energy ... -576.27286 a.u.
Energy above the lowest of the compared OMol25 structures with the same formula, charge and spin ... 53.35 kcal/mol
HOMO-LUMO gap (alpha / beta) ... 6.91 / 7.59 eV
E_HOMO (alpha / beta) ... -7.67 / -8.39 eV
<S²> ... 0.7833


- What is the formula in the first record?
  C20H21N3O4S